A molecular structure, C64H50IrN5OP3SSe4Si, computed with wB97M-V/def2-TZVPD.

## Properties
HOMO-LUMO gap (spin up / spin down) = 7.03 / 6.09 eV
<S²> = 0.79
Maximum force = 0.0320 Eh/bohr
Electronic energy = -387484.612 eV
2S+1 = 2
LUMO (spin up / spin down) = -0.2 / -1.1 eV

Last column: Löwdin spin population.
Positions of all 130 atoms, in Å:
Ir 0.3824 0.8567 0.4462  0.0009
Se 0.1897 3.0791 -0.6461  0.0003
P -0.7887 2.9692 -2.6503  0.0000
Se -1.7469 1.2589 -3.4793  0.0000
C 0.4896 3.5309 -3.8190  0.0000
C 0.1427 4.3139 -4.9161  0.0000
C 1.1191 4.7110 -5.8181  0.0000
C 2.4372 4.3174 -5.6359  0.0000
C 2.7765 3.5032 -4.5642  0.0000
C 1.8050 3.1110 -3.6561  0.0000
C -1.9581 4.3537 -2.4643  0.0000
C -3.2874 4.0681 -2.1747  0.0000
C -4.1713 5.0998 -1.8935  0.0000
C -3.7298 6.4159 -1.8990  0.0000
C -2.4012 6.7021 -2.1793  0.0000
C -1.5119 5.6738 -2.4531  0.0000
H -0.8893 4.6048 -5.0669  0.0000
H 0.8487 5.3250 -6.6677  0.0000
H 3.2009 4.6445 -6.3300  0.0000
H 3.8002 3.1768 -4.4309  0.0000
H 2.0638 2.4812 -2.8141  0.0000
H -3.6209 3.0375 -2.1728  0.0000
H -5.2060 4.8720 -1.6706  0.0000
H -4.4218 7.2215 -1.6882  0.0000
H -2.0560 7.7281 -2.1783  0.0000
H -0.4696 5.8922 -2.6501  0.0000
Se -1.5181 -4.2494 2.1887  0.0001
P -3.0786 -3.2661 1.1686  0.0001
C -3.9113 -4.2057 -0.1411  0.0000
C -3.7630 -5.5836 -0.2326  0.0000
C -4.4013 -6.2782 -1.2517  0.0000
C -5.1866 -5.5967 -2.1704  0.0000
C -5.3517 -4.2203 -2.0673  0.0000
C -4.7140 -3.5213 -1.0548  0.0000
C -4.3981 -2.7851 2.3149  0.0000
C -4.0542 -2.0093 3.4213  0.0000
C -5.0101 -1.6936 4.3675  0.0000
C -6.3120 -2.1616 4.2264  0.0000
C -6.6549 -2.9350 3.1306  0.0000
C -5.6988 -3.2499 2.1724  0.0000
C -2.5493 -1.7236 0.3910  0.0000
C -1.4797 -1.2937 -0.3804  0.0000
N -1.4851 0.0731 -0.3011  0.0001
N -2.5299 0.4383 0.4326  0.0000
N -3.1808 -0.6046 0.8454  0.0000
P -0.1928 -1.8695 -1.5012  0.0000
Se 1.3343 -0.3532 -1.6408  0.0003
C 0.5168 -3.4769 -1.0452  0.0001
C 1.8929 -3.5857 -0.8550  0.0005
C 2.4603 -4.8211 -0.5801  0.0002
C 1.6597 -5.9530 -0.5124  0.0000
C 0.2940 -5.8505 -0.7275  0.0001
C -0.2784 -4.6180 -0.9903  0.0000
C -0.9738 -2.1459 -3.1126  0.0000
C -0.3993 -1.6213 -4.2644  0.0000
C -0.9999 -1.8388 -5.4947  0.0000
C -2.1691 -2.5797 -5.5774  0.0000
C -2.7462 -3.1002 -4.4268  0.0000
C -2.1546 -2.8780 -3.1951  0.0000
H -3.1402 -6.0939 0.4936  0.0000
H -4.2852 -7.3514 -1.3281  0.0000
H -5.6699 -6.1380 -2.9736  0.0000
H -5.9712 -3.6901 -2.7791  0.0000
H -4.8325 -2.4469 -0.9693  0.0000
H -3.0359 -1.6591 3.5310  0.0000
H -4.7417 -1.0834 5.2199  0.0000
H -7.0558 -1.9281 4.9772  0.0000
H -7.6684 -3.2969 3.0158  0.0000
H -5.9754 -3.8578 1.3214  0.0000
H 2.5179 -2.7039 -0.9295  0.0003
H 3.5299 -4.8994 -0.4317  0.0000
H 2.1012 -6.9170 -0.2946  0.0000
H -0.3325 -6.7315 -0.6809  0.0000
H -1.3458 -4.5559 -1.1482  0.0000
H 0.4979 -1.0211 -4.1922  0.0000
H -0.5628 -1.4134 -6.3881  0.0000
H -2.6415 -2.7395 -6.5380  0.0000
H -3.6634 -3.6723 -4.4819  0.0000
H -2.6327 -3.2574 -2.3027  0.0000
S 0.6428 3.0455 4.5110  0.0001
C 0.8196 1.8965 3.2571  0.0022
N -0.0910 1.9034 2.3364  0.0001
C -1.0528 2.8991 2.5816  0.0001
C -2.1753 3.1959 1.8100  0.0000
C -3.0127 4.2071 2.2301  0.0000
C -2.7550 4.9298 3.4000  0.0000
C -1.6455 4.6537 4.1687  0.0000
C -0.7978 3.6328 3.7463  0.0000
H 1.6424 1.2012 3.2711  0.0025
H -2.3790 2.6271 0.9180  0.0000
H -3.8848 4.4454 1.6358  0.0000
H -3.4328 5.7137 3.7117  0.0000
H -1.4346 5.2096 5.0724  0.0000
O 2.3574 1.2443 0.9308  0.0046
Si 3.7426 0.7854 1.5680  0.0229
C 4.8838 0.0448 0.2709  0.0048
C 4.7627 0.4555 -1.0588  0.0007
C 5.6012 -0.0488 -2.0418  0.0003
C 6.5769 -0.9804 -1.7102  0.0000
C 6.7067 -1.4087 -0.3969  0.0002
C 5.8652 -0.8979 0.5835  0.0036
C 4.5731 2.2616 2.3799  -0.0002
C 5.8580 2.1834 2.9242  0.0001
C 6.4445 3.2825 3.5344  0.0001
C 5.7547 4.4864 3.6036  -0.0002
C 4.4848 4.5876 3.0543  0.0000
C 3.9022 3.4832 2.4456  -0.0002
C 3.5832 -0.5651 2.9064  0.2159
C 3.9900 -0.4381 4.2016  0.0144
C 3.8277 -1.4589 5.1655  0.3360
C 3.1844 -2.6710 4.8195  0.0148
C 2.7330 -2.8929 3.5653  0.2308
C 2.9088 -1.8617 2.4908  0.0645
H 3.9927 1.1758 -1.3157  0.0001
H 5.4985 0.2850 -3.0671  0.0000
H 7.2374 -1.3689 -2.4752  0.0000
H 7.4652 -2.1366 -0.1362  0.0000
H 5.9682 -1.2425 1.6088  0.0019
H 6.4103 1.2505 2.8648  0.0000
H 7.4401 3.2033 3.9532  0.0000
H 6.2138 5.3471 4.0735  0.0000
H 3.9513 5.5292 3.0967  0.0000
H 2.9180 3.5666 1.9978  0.0000
H 4.4587 0.4917 4.5064  -0.0056
H 4.1828 -1.3089 6.1753  0.0196
H 3.0459 -3.4331 5.5760  -0.0059
H 2.1896 -3.7898 3.2957  0.0110
H 3.4511 -2.2959 1.6384  0.0259
N 1.6294 -1.4783 1.9439  0.0302
C 0.7075 -0.8806 1.5918  0.0015

Atoms 1-3, force components in eV/Å:
0.2297 -1.0280 -0.4075
0.3224 -0.3113 -0.0119
-0.2557 -0.2991 -0.3261


A molecular structure, C64H52N2O4P2STi, computed with wB97M-V/def2-TZVPD.

## Properties
HOMO-LUMO gap = 6.84 eV
Maximum force = 0.0118 Eh/bohr
Net charge = +2
Electronic energy = -130902.197 eV
2S+1 = 1
LUMO = -6.0 eV

Last column: Löwdin charge in e.
Positions of all 126 atoms, in Å:
Ti 0.3528 0.2634 -0.3253  0.9449
O 1.9017 -0.6126 -0.1704  -0.2079
C 2.9745 -0.7015 0.6312  -0.2756
C 3.8037 -1.8121 0.5595  0.0170
C 4.8996 -1.8827 1.4042  -0.0308
C 5.1819 -0.8619 2.3078  -0.0527
C 4.3654 0.2491 2.3636  -0.0067
C 3.2444 0.3453 1.5290  -0.1388
C 2.4266 1.5245 1.5523  -0.0086
N 1.3489 1.6673 0.8594  -0.0614
N 0.7603 2.9159 0.9500  0.1232
C -0.2999 2.9328 0.2077  -0.4234
O -0.6786 1.8370 -0.4277  -0.2001
C -1.0801 4.1538 0.0000  -0.1611
C -2.1712 4.1366 -0.8664  -0.0141
C -2.8826 5.3017 -1.0981  -0.0563
C -2.5120 6.4781 -0.4639  -0.0555
C -1.4251 6.4958 0.4023  -0.0569
C -0.7058 5.3391 0.6354  -0.0202
H 3.5781 -2.5980 -0.1463  0.1171
H 5.5476 -2.7465 1.3551  0.1198
H 6.0426 -0.9356 2.9555  0.1159
H 4.5833 1.0561 3.0504  0.1247
H 2.7430 2.3689 2.1606  0.1529
H -2.4466 3.2176 -1.3652  0.1071
H -3.7261 5.2923 -1.7734  0.1111
H -3.0696 7.3863 -0.6441  0.1135
H -1.1402 7.4160 0.8924  0.1124
H 0.1494 5.3418 1.2965  0.1134
O 0.4724 -1.1885 -3.5165  -0.0914
C -0.4639 -2.1136 -3.9031  -0.2788
C -0.7733 -2.4088 -5.2215  0.0106
C -1.7986 -3.3076 -5.4729  -0.0374
C -2.5127 -3.8821 -4.4291  -0.0523
C -2.2156 -3.5469 -3.1197  -0.0450
C -1.1820 -2.6537 -2.8424  -0.2719
P -0.7329 -2.1507 -1.1552  1.1226
C -2.2700 -2.4771 -0.2454  -0.4136
C -3.2110 -1.4490 -0.1959  -0.1216
C -4.4096 -1.6284 0.4757  -0.0685
C -4.6706 -2.8338 1.1153  -0.0543
C -3.7413 -3.8618 1.0643  -0.0529
C -2.5467 -3.6893 0.3801  -0.0949
C 0.4466 -3.4195 -0.5964  -0.3414
C 0.6860 -3.5795 0.7685  -0.1152
C 1.6045 -4.5085 1.2216  -0.0628
C 2.3188 -5.2753 0.3110  -0.0643
C 2.1059 -5.1087 -1.0482  -0.0562
C 1.1700 -4.1885 -1.5039  -0.0569
C 1.6696 -0.9233 -4.1334  -0.2553
C 2.3553 -1.7601 -4.9932  0.0044
C 3.5644 -1.3103 -5.5100  -0.0436
C 4.0684 -0.0621 -5.1763  -0.0567
C 3.3760 0.7555 -4.2950  -0.0522
C 2.1708 0.3210 -3.7565  -0.2444
P 1.0881 1.2350 -2.6263  1.1189
C 2.0426 2.6900 -2.1237  -0.3501
C 1.5287 3.9825 -2.1899  -0.0781
C 2.2635 5.0483 -1.6896  -0.0513
C 3.5075 4.8300 -1.1211  -0.0500
C 4.0263 3.5420 -1.0515  -0.0599
C 3.2979 2.4760 -1.5459  -0.1180
C -0.2882 1.7729 -3.6676  -0.3376
C -1.5483 1.2144 -3.4765  -0.1046
C -2.5973 1.5510 -4.3171  -0.0587
C -2.3903 2.4529 -5.3514  -0.0543
C -1.1330 3.0042 -5.5556  -0.0511
C -0.0800 2.6581 -4.7241  -0.0722
H -0.2357 -1.9347 -6.0289  0.1282
H -2.0513 -3.5500 -6.4953  0.1195
H -3.3096 -4.5805 -4.6379  0.1155
H -2.7932 -3.9769 -2.3121  0.1095
H -3.0063 -0.4975 -0.6807  0.1059
H -5.1414 -0.8319 0.4990  0.1171
H -5.6047 -2.9756 1.6408  0.1160
H -3.9512 -4.8056 1.5480  0.1165
H -1.8307 -4.5001 0.3391  0.1155
H 0.1280 -2.9961 1.4854  0.0558
H 1.7632 -4.6381 2.2838  0.1155
H 3.0348 -6.0057 0.6622  0.1157
H 2.6558 -5.7078 -1.7603  0.1155
H 0.9971 -4.0863 -2.5676  0.1081
H 1.9686 -2.7324 -5.2570  0.1214
H 4.1151 -1.9480 -6.1875  0.1184
H 5.0017 0.2755 -5.6022  0.1148
H 3.7731 1.7269 -4.0332  0.1106
H 0.5512 4.1635 -2.6186  0.1079
H 1.8586 6.0494 -1.7461  0.1167
H 4.0802 5.6632 -0.7383  0.1143
H 5.0025 3.3724 -0.6176  0.1143
H 3.7062 1.4715 -1.4848  0.1136
H -1.7129 0.5038 -2.6719  0.0795
H -3.5730 1.1080 -4.1687  0.1128
H -3.2083 2.7203 -6.0062  0.1146
H -0.9697 3.6975 -6.3686  0.1155
H 0.9032 3.0765 -4.9019  0.1182
O -0.5880 -0.2643 1.3141  -0.6108
S -1.3207 -1.0636 2.4134  1.0767
C -2.5286 0.0936 3.1299  -0.2233
C -2.0054 1.1348 4.0642  -0.2826
C -2.3807 1.1135 5.4028  -0.0460
C -1.9072 2.0843 6.2730  -0.0587
C -1.0478 3.0711 5.8135  -0.0596
C -0.6711 3.0956 4.4777  -0.0545
C -1.1551 2.1353 3.6054  -0.0415
C -0.0732 -1.1980 3.7060  -0.2422
C -0.6297 -2.0398 4.8208  -0.2814
C -1.1350 -3.3109 4.5610  -0.0553
C -1.6406 -4.0831 5.5947  -0.0593
C -1.6371 -3.5933 6.8921  -0.0593
C -1.1274 -2.3307 7.1554  -0.0524
C -0.6297 -1.5523 6.1222  -0.0411
H -3.2528 -0.5656 3.6133  0.1100
H -3.0019 0.5077 2.2371  0.1077
H -3.0444 0.3394 5.7665  0.1227
H -2.2127 2.0707 7.3100  0.1152
H -0.6816 3.8273 6.4934  0.1126
H -0.0127 3.8707 4.1089  0.1074
H -0.8743 2.1678 2.5650  0.0844
H 0.1979 -0.1942 4.0321  0.1030
H 0.7840 -1.6607 3.2080  0.1033
H -1.1287 -3.7076 3.5515  0.0987
H -2.0301 -5.0699 5.3888  0.1120
H -2.0269 -4.1980 7.6985  0.1141
H -1.1148 -1.9516 8.1677  0.1150
H -0.2394 -0.5642 6.3266  0.1164

Atoms 1-3, force components in eV/Å:
-0.5143 -0.3205 -0.0036
0.2399 -0.1607 0.1469
0.2503 0.0418 0.0646


The highest 2S+1 belongs to which entry?
C64H50IrN5OP3SSe4Si


2S+1 of number 2 (C64H52N2O4P2STi)?
1


Look up the maximum force of the first one.
0.0320 Eh/bohr


electronic energy of number 2 (C64H52N2O4P2STi)?
-130902.197 eV